# C19H21F5N8O2PrS2

C19H21F5N8O2PrS2 as an isolated structure (ωB97M-V/def2-TZVPD, the Open Molecules 2025 dataset).

CARTESIAN COORDINATES (ANGSTROEM)
Pr -10.694 -15.686 -7.296
S -10.319 -18.658 -6.925
C -11.448 -18.431 -8.115
N -11.745 -17.274 -8.735
C -12.692 -17.381 -9.784
C -13.311 -16.397 -10.472
C -14.376 -16.752 -11.288
C -14.727 -18.080 -11.550
C -13.965 -19.144 -10.936
C -13.051 -18.803 -9.981
S -12.293 -19.853 -8.819
H -13.020 -15.327 -10.455
H -14.955 -15.987 -11.839
H -15.563 -18.232 -12.248
H -14.060 -20.205 -11.232
C -6.518 -15.619 -4.457
O -6.337 -15.897 -5.878
C -7.431 -16.003 -6.599
O -8.588 -15.701 -6.180
N -7.248 -16.452 -7.861
N -8.393 -16.572 -8.677
H -6.651 -16.630 -3.992
H -7.336 -14.929 -4.200
H -5.579 -15.179 -4.168
H -6.314 -16.570 -8.291
H -8.658 -17.524 -9.016
H -8.321 -16.038 -9.529
C -15.188 -12.699 -4.987
N -14.474 -13.117 -6.174
C -15.151 -13.075 -7.490
C -13.455 -14.048 -6.026
N -12.976 -14.762 -7.003
N -12.902 -14.227 -4.715
C -12.131 -15.288 -4.263
N -11.787 -15.127 -2.928
N -11.655 -16.190 -5.028
H -15.787 -13.465 -4.476
H -15.858 -11.843 -5.172
H -14.479 -12.292 -4.317
H -15.995 -12.388 -7.418
H -15.592 -14.021 -7.693
H -14.451 -12.719 -8.328
H -13.532 -14.693 -7.868
H -13.258 -13.559 -4.033
H -11.816 -14.201 -2.520
H -10.997 -15.702 -2.670
H -11.199 -16.961 -4.574
F -8.580 -14.414 -10.364
C -9.116 -13.361 -9.674
C -10.018 -13.526 -8.645
C -10.457 -12.373 -7.970
F -11.118 -12.456 -6.788
C -10.256 -11.124 -8.547
F -10.896 -10.001 -8.061
C -9.422 -10.960 -9.654
F -8.961 -9.761 -9.973
C -8.829 -12.080 -10.192
F -7.926 -12.017 -11.206

The expectation value of S² is 2.00. Its charge is +1. Its orbital gap (alpha / beta) is 7.82 / 7.83 eV. Its spin multiplicity is 3. Its highest occupied orbital energy (alpha / beta) is -10.2695 / -10.2772 eV.

Here are the Mulliken charges for atoms 1 to 6, given in e: Pr 0.418; S -0.370; C 0.416; N 0.136; C -0.083; C -0.403

=====

# C19H21N3O2

C19H21N3O2 as an isolated structure (ωB97M-V/def2-TZVPD, the Open Molecules 2025 dataset).

CARTESIAN COORDINATES (ANGSTROEM)
O -4.240 -0.394 -1.616
C -3.113 -0.136 -1.451
N -2.863 0.866 -0.686
C -1.478 1.409 -0.211
C -1.092 1.638 1.039
C 0.037 2.130 1.719
C 1.047 2.484 0.948
C 0.824 2.116 -0.688
C 1.841 2.435 -1.576
C 1.575 2.482 -2.921
C 0.201 1.869 -3.289
C -0.649 1.521 -2.492
C -0.322 1.826 -1.217
H -1.745 1.359 -2.839
H 0.199 1.943 -4.521
H 2.358 2.741 -3.449
H 2.810 3.022 -1.163
H 1.955 2.773 1.210
H -0.006 2.148 2.613
H -2.099 1.332 2.011
H -3.450 1.131 -0.094
N -2.056 -1.040 -1.657
H -2.467 -1.907 -2.206
N -0.817 -1.105 -1.094
C -0.614 -1.717 -0.120
O -1.605 -1.759 0.681
C 0.932 -1.330 0.465
C 0.957 -1.313 1.929
C 1.260 -2.539 1.562
C 2.628 -3.012 1.429
C 3.223 -3.003 2.752
C 3.222 -1.526 3.247
C 2.313 -0.542 2.375
H 2.281 0.482 2.858
H 3.044 -0.292 1.513
H 2.421 -1.604 4.302
H 4.166 -1.112 3.372
H 4.219 -3.058 2.936
H 2.779 -3.632 3.503
H 2.623 -4.250 1.291
H 3.171 -2.372 0.719
H 0.404 -3.309 1.948
H 0.281 -0.975 2.638
H 1.652 -1.018 -0.190
H 0.070 -0.852 -1.775

Its orbital gap is 9.22 eV. Its spin multiplicity is 1. Its highest occupied orbital energy is -8.7565 eV.

Here are the Mulliken charges for atoms 1 to 6, given in e: O -0.627; C 0.416; N -0.248; C 0.266; C -0.350; C -1.476

=====

# C19H21N3O4S

One molecule with the formula C19H21N3O4S (ωB97M-V/def2-TZVPD, the Open Molecules 2025 dataset).

CARTESIAN COORDINATES (ANGSTROEM)
C 5.033 -1.393 -2.391
C 3.845 -1.135 -3.334
N 2.579 -1.606 -2.860
C 1.810 -2.716 -3.212
O 2.126 -3.831 -3.645
C 0.406 -2.499 -2.759
C -0.780 -3.230 -2.851
C -1.837 -2.752 -1.970
C -1.672 -1.494 -1.232
C -0.498 -0.802 -1.334
C -0.198 0.398 -0.643
S -1.384 1.342 0.313
O -2.828 1.000 -0.056
O -1.111 2.786 0.360
N -1.069 0.797 1.932
C -1.261 -0.601 2.248
C -0.481 -0.856 3.585
C -0.746 -2.313 4.095
C -0.773 0.249 4.660
C 0.376 1.138 4.427
C 0.408 2.598 4.934
N 1.432 0.567 3.760
O 0.968 -0.710 3.347
C 1.138 0.971 -0.544
C 2.098 0.269 -1.256
C 1.793 -0.825 -2.084
C 0.471 -1.370 -2.078
H 5.082 -0.707 -1.514
H 5.103 -2.465 -2.105
H 5.962 -1.168 -2.898
H 3.705 -0.056 -3.545
H 3.983 -1.586 -4.281
H -0.820 -4.108 -3.424
H -2.842 -3.140 -2.178
H -2.403 -1.193 -0.502
H -0.076 0.864 2.091
H -0.885 -1.312 1.443
H -2.320 -0.818 2.343
H 0.000 -2.689 4.813
H -1.746 -2.302 4.511
H -0.760 -3.049 3.291
H -1.588 0.897 4.402
H -0.955 -0.135 5.670
H -0.088 2.600 5.924
H -0.095 3.431 4.381
H 1.454 2.949 5.091
H 1.373 1.850 -0.071
H 3.144 0.705 -1.332

Its orbital gap is 7.31 eV. Its spin multiplicity is 1. As for the structure (SMILES): CCN1C(=O)c2cccc3c(S(=O)(=O)NC[C@]4(C)CC(C)=NO4)ccc1c23. Its highest occupied orbital energy is -8.3149 eV.

Here are the Mulliken charges for atoms 1 to 6, given in e: C -1.004; C -0.863; N 0.246; C 0.110; O -0.650; C 0.194

=====

# C19H21N3OS4Sc

C19H21N3OS4Sc as an isolated structure (ωB97M-V/def2-TZVPD, the Open Molecules 2025 dataset).

CARTESIAN COORDINATES (ANGSTROEM)
Sc -1.060 0.137 1.075
S -2.790 -0.514 5.420
C -2.184 -0.024 3.960
S -0.434 0.017 3.631
S -3.183 0.457 2.623
S 3.566 1.028 0.224
C 1.851 1.148 0.197
N 1.190 0.154 0.691
C 2.067 -0.846 1.145
C 1.686 -2.070 1.690
C 2.683 -2.927 2.102
C 4.038 -2.587 1.970
C 4.422 -1.388 1.409
C 3.412 -0.517 0.994
H 1.351 2.021 -0.201
H 0.637 -2.329 1.750
H 2.414 -3.882 2.534
H 4.795 -3.284 2.307
H 5.465 -1.130 1.292
N -2.685 3.811 1.300
C -1.581 3.064 1.599
N -0.992 3.226 2.804
O -1.098 2.307 0.735
H -3.292 4.030 2.075
H -3.174 3.450 0.496
H -1.566 3.643 3.522
H -0.522 2.369 3.129
C 0.202 -2.452 -1.760
C -1.004 -1.497 -1.667
C -2.104 -2.078 -2.583
C -1.461 -1.380 -0.212
C -0.631 -0.119 -2.215
C 0.552 0.146 -2.910
C 0.849 1.418 -3.381
C -0.040 2.467 -3.188
C -1.233 2.217 -2.526
C -1.521 0.946 -2.052
H -0.049 -3.363 -1.212
H 1.087 -2.023 -1.286
H 0.466 -2.739 -2.787
H -2.335 -3.095 -2.256
H -1.799 -2.109 -3.635
H -3.019 -1.490 -2.498
H -1.834 -2.368 0.108
H 1.268 -0.649 -3.070
H 1.784 1.589 -3.903
H 0.193 3.462 -3.549
H -1.944 3.019 -2.366
H -2.446 0.734 -1.525

Its charge is -1. Its orbital gap is 4.68 eV. Its spin multiplicity is 1. Its highest occupied orbital energy is -2.4240 eV.

Here are the Mulliken charges for atoms 1 to 6, given in e: Sc -0.542; S -0.360; C 0.260; S -0.504; S -0.474; S -0.368

=====

Relative energy (zero: lowest compared OMol25 entry of this formula, charge and spin) across the listed records, respectively: 0.000 18.000 5.918 0.442 eV.